Record 1
42
Properties=species:S:1:pos:R:3 method="wB97M-V/def2-TZVPD" de_lowest_kj_mol=407.50 fmax_ev_per_a=3.2 gap_ha=0.3708 e_lumo_ev=0.4 spin_multiplicity=1 total_energy_ev=-22041.6547 smiles=CO.CO.CO.CO.CO.CO.CO
O 1.205 -3.499 2.827
O -1.783 2.957 -1.680
O 3.405 4.105 0.390
O -4.472 -3.792 -1.470
O 1.398 0.924 3.129
O -0.886 0.405 -0.689
O -1.243 -2.177 -2.176
C -0.289 -1.724 -3.172
C -1.447 3.020 -3.010
C 3.783 3.021 1.116
C 2.137 -2.763 2.083
C 0.756 1.547 4.228
C -4.495 -2.464 -1.030
C 0.315 0.300 0.012
H -4.980 -2.329 -0.063
H -1.430 -3.116 -2.234
H -0.325 1.512 4.092
H 2.187 -1.743 2.463
H 3.604 3.192 2.178
H 0.963 1.099 5.200
H -4.824 -3.693 -2.358
H -1.154 -0.458 -1.014
H 0.752 -2.007 -3.020
H 0.178 0.081 1.071
H -1.921 3.846 -3.539
H 2.333 0.841 3.332
H 0.982 -0.506 -0.293
H 2.464 4.252 0.264
H -1.500 2.120 -1.306
H 0.959 2.614 4.316
H -5.087 -1.886 -1.739
H -0.334 -0.636 -3.221
H 1.811 -2.673 1.047
H -3.489 -2.047 -0.995
H -0.563 -1.971 -4.197
H 4.784 2.639 0.914
H 1.255 -4.404 2.513
H -1.805 2.143 -3.549
H -0.364 3.125 -3.087
H 0.841 1.236 -0.171
H 3.185 2.192 0.736
H 3.095 -3.283 2.102

Record 2
89
Properties=species:S:1:pos:R:3 method="wB97M-V/def2-TZVPD" fmax_ev_per_a=10.9 gap_ha="0.2054 / 0.2851" e_lumo_ev="0.3 / -0.1" spin_multiplicity=3 total_energy_ev=-76715.4542
Pt -0.475 1.564 -0.367
P -1.575 -0.634 -0.458
P 1.588 0.460 0.387
O 1.938 4.680 0.025
O 1.093 2.690 -0.012
O 0.839 -2.274 -0.356
N -1.076 3.457 -0.761
C 2.882 2.462 -2.966
C -2.949 0.158 -4.219
C -1.184 -5.180 0.477
C 1.399 -5.866 1.811
C 1.008 3.910 -0.174
C 3.047 -0.137 -1.984
C 2.314 2.136 -1.731
C -0.678 5.763 -0.896
C 1.759 3.186 3.431
C 3.487 2.317 1.426
C -3.813 0.811 3.353
C 2.402 0.833 -1.204
C -2.902 4.929 -1.483
C -2.624 -3.290 -0.073
C -1.926 6.037 -1.308
C -2.283 -0.710 2.267
C 3.480 -1.152 1.853
C -4.099 -0.607 -1.800
C -0.302 4.361 -0.625
C 2.209 1.743 1.517
C 3.325 -3.587 1.952
C 2.398 -1.087 0.974
C 1.397 -4.809 0.680
C -4.326 -0.022 -4.137
C -2.489 -0.086 1.024
C -0.250 -3.053 -0.075
C 3.896 3.307 2.324
C -0.048 -4.376 0.351
C -4.902 -0.406 -2.928
C -2.710 -0.431 -1.861
C 3.608 0.184 -3.225
C -4.004 1.469 2.141
C 2.031 -5.432 -0.578
C 3.951 -2.389 2.318
C -2.945 -0.273 3.418
C 3.531 1.485 -3.713
C -1.515 -2.461 -0.236
C -3.336 1.033 0.992
C 3.031 3.741 3.325
C 1.352 2.194 2.535
C -2.458 -4.643 0.253
C -2.149 -0.047 -3.092
C 2.222 -3.571 1.096
C -2.505 3.670 -1.222
C 1.826 -2.319 0.594
H -4.665 2.329 2.088
H -2.119 1.546 -0.867
H -4.950 0.138 -5.012
H -4.583 -0.893 -0.870
H 1.796 2.919 -1.179
H -2.772 -0.779 4.365
H 0.047 6.561 -0.763
H -1.111 -6.226 0.761
H -3.209 2.844 -1.345
H 3.718 -4.514 2.357
H 2.057 -4.725 -1.416
H 3.063 -5.749 -0.387
H 1.079 3.524 4.208
H 3.348 4.513 4.022
H -3.912 5.137 -1.815
H 0.956 -5.466 2.731
H 4.802 -2.413 2.996
H 2.410 -6.213 2.050
H -2.223 7.060 -1.513
H 3.966 1.733 -4.678
H 4.097 -0.589 -3.812
H -2.493 0.460 -5.158
H -5.977 -0.545 -2.858
H -1.074 0.105 -3.183
H 0.350 1.778 2.636
H 0.840 -6.767 1.535
H -3.336 -5.276 0.369
H -1.590 -1.543 2.363
H 3.977 -0.254 2.205
H 4.890 3.738 2.238
H -3.633 -2.901 -0.167
H 4.185 1.994 0.656
H 3.114 -1.170 -1.654
H -3.485 1.588 0.068
H 1.469 -6.313 -0.912
H 2.808 3.478 -3.344
H -4.328 1.152 4.247

Record 3
20
Properties=species:S:1:pos:R:3 method="wB97M-V/def2-TZVPD" de_lowest_kj_mol=103.41 fmax_ev_per_a=1.8 gap_ha="0.0921 / 0.3047" charge=-1 e_lumo_ev="3.6 / 3.5" spin_multiplicity=2 total_energy_ev=-8931.6884
O 2.329 -4.053 -3.427
N -1.370 2.238 1.297
C -1.377 -0.591 1.817
C -0.582 0.061 0.691
C 0.269 2.071 -0.554
C -0.493 1.388 0.527
C 0.385 -0.847 -0.030
H 1.272 -0.366 -0.459
H -2.144 -1.229 1.376
H -1.256 3.208 1.034
H 2.056 -3.655 -2.565
H -0.683 -1.168 2.424
H -1.180 2.222 2.298
H 2.423 -3.210 -3.917
H 1.339 2.117 -0.310
H -0.065 -1.233 -0.951
H 0.824 -1.641 0.573
H -0.079 3.073 -0.775
H -1.891 0.166 2.404
H 0.222 1.449 -1.453

Record 4
95
Properties=species:S:1:pos:R:3 method="wB97M-V/def2-TZVPD" fmax_ev_per_a=4.7 gap_ha=0.3449 e_lumo_ev=0.0 spin_multiplicity=1 total_energy_ev=-58990.2192
O 3.284 -2.160 4.564
O 3.342 -0.286 3.424
O 1.215 1.405 2.753
O 4.132 -0.291 5.574
N -3.465 3.977 1.219
N -0.902 3.515 10.292
N 1.810 -6.773 -8.385
N -2.184 2.811 6.530
N 0.274 -7.286 -12.965
N 2.852 5.709 -2.799
N -3.753 7.926 13.442
N 2.205 -0.200 -2.301
N -0.690 -1.764 -1.771
N 0.613 2.833 -3.001
N -0.311 -2.365 -6.275
N 0.796 -4.203 0.934
C 1.026 -7.184 -9.115
C -2.819 5.707 12.433
C -2.544 -2.607 -3.403
C 1.603 -1.004 -4.717
C 0.764 -8.186 -13.483
C 0.724 -4.464 -7.439
C -1.505 -2.135 -2.488
C 0.979 0.266 3.546
C 2.044 -2.118 3.878
C 2.007 -0.770 3.109
C 1.499 -3.635 0.216
C -0.647 2.461 4.091
C 0.141 -3.288 -6.787
C -1.190 1.873 -4.631
C -1.248 3.910 4.166
C -0.180 2.406 -3.718
C -3.478 5.120 1.334
C 3.659 -0.834 4.636
C 1.928 -0.548 -3.365
C -2.388 1.809 7.056
C 0.190 2.398 2.804
C 2.387 -2.911 -0.692
C -3.500 6.575 1.475
C 1.390 -9.331 -14.143
C 0.029 -7.705 -10.049
C 2.647 4.666 -2.364
C 0.734 4.725 8.656
C -3.343 6.951 12.998
C -2.649 0.533 7.719
C -0.183 4.047 9.571
C 2.383 3.341 -1.811
H -1.182 4.342 3.158
H -1.486 0.874 -4.312
H 2.183 -1.893 -4.957
H 2.005 -0.946 2.031
H 0.664 -10.134 -14.253
H -2.008 5.330 13.053
H -2.523 -0.284 7.011
H 1.788 -2.216 -1.301
H 0.441 -7.727 -11.064
H 1.074 -4.196 -8.432
H -2.065 2.521 -4.630
H -2.874 -3.600 -3.104
H -0.786 1.820 -5.640
H 0.551 -1.241 -4.777
H 1.750 -9.038 -15.127
H 2.456 2.595 -2.575
H -2.442 5.885 11.428
H -2.579 6.999 1.079
H -1.953 0.401 8.546
H 1.220 0.481 4.602
H 1.925 -2.872 3.084
H -2.149 -2.650 -4.417
H -0.854 -7.067 -10.044
H 2.229 -9.687 -13.547
H 1.414 3.310 -1.365
H -2.285 3.902 4.484
H 0.712 3.363 2.729
H 3.129 -2.351 -0.125
H 3.125 3.143 -1.021
H -3.592 6.843 2.526
H 1.835 -0.220 -5.436
H 0.178 5.408 8.016
H -0.031 -0.155 3.432
H 2.898 -3.615 -1.348
H -3.667 0.519 8.104
H 1.218 -2.235 4.590
H 1.473 5.288 9.223
H -1.503 1.782 4.052
H -0.052 2.346 4.999
H -3.608 4.959 12.387
H -0.490 2.360 1.939
H -0.259 -8.713 -9.753
H -0.600 4.485 4.834
H -3.394 -1.927 -3.379
H -0.024 -5.246 -7.523
H 1.245 3.991 8.034
H 1.561 -4.837 -6.857
H -4.346 6.986 0.927